{"formula": "C35H25N8O2Ti", "method": "ωB97M-V/def2-TZVPD", "orbital_gap_ev": 5.588, "total_charge": -1, "homo_ha": -0.10956, "lumo_energy_ev": 2.6072, "symbols": ["Ti", "O", "C", "N", "C", "C", "C", "C", "C", "C", "N", "C", "O", "C", "C", "C", "C", "C", "N", "C", "C", "C", "C", "C", "N", "H", "H", "H", "H", "H", "H", "H", "H", "H", "H", "H", "H", "C", "C", "C", "C", "C", "C", "N", "C", "C", "C", "C", "C", "C", "N", "N", "C", "C", "C", "C", "C", "N", "H", "H", "H", "H", "H", "H", "H", "H", "H", "H", "H", "H", "H"], "positions_angstrom": [[-0.320539, -0.323069, -0.065356], [3.319633, -2.181248, 0.822515], [2.414970, -1.502524, 0.349626], [1.153015, -1.326304, 0.821452], [0.736624, -1.938220, 2.024502], [1.572877, -2.658936, 2.883551], [1.090510, -3.244029, 4.041823], [-0.239844, -3.098654, 4.379988], [-1.084283, -2.367760, 3.560438], [-0.630737, -1.783724, 2.371022], [-1.422464, -1.020427, 1.476316], [-2.730394, -0.778517, 1.762123], [-3.369713, -1.150234, 2.742759], [-3.477907, 0.043064, 0.757468], [-4.797924, 0.393669, 1.037932], [-5.518783, 1.106018, 0.103320], [-4.886480, 1.439845, -1.089995], [-3.570386, 1.058897, -1.271628], [-2.867331, 0.379386, -0.371329], [2.698459, -0.780858, -0.925997], [3.975419, -0.874695, -1.472376], [4.233632, -0.283049, -2.689562], [3.186795, 0.378599, -3.321851], [1.958088, 0.439618, -2.692765], [1.703936, -0.113142, -1.507137], [2.612571, -2.758488, 2.639134], [1.765887, -3.814629, 4.668052], [-0.630410, -3.548010, 5.285140], [-2.109942, -2.243041, 3.846386], [-5.207357, 0.083702, 1.987920], [-6.545204, 1.395035, 0.288843], [-5.401227, 1.988367, -1.866744], [-3.055961, 1.309683, -2.191665], [4.713131, -1.427129, -0.908855], [5.215191, -0.337493, -3.142380], [3.313557, 0.842585, -4.290003], [1.138224, 0.958020, -3.169686], [2.925794, 1.682525, 3.622180], [1.664132, 1.145093, 3.833807], [0.720812, 1.155723, 2.820957], [1.024801, 1.671953, 1.554840], [2.295913, 2.233393, 1.358824], [3.226956, 2.231536, 2.382898], [0.095472, 1.536512, 0.517919], [-0.052145, 2.502199, -0.464685], [0.196978, 3.866995, -0.342419], [-0.025017, 4.727266, -1.415238], [-0.495200, 4.236052, -2.625165], [-0.756361, 2.880174, -2.776172], [-0.552066, 2.005800, -1.702262], [-0.719559, 0.656373, -1.706367], [-1.011726, -0.012211, -2.856374], [-0.952782, -1.310017, -2.663359], [-1.074494, -2.224238, -3.752833], [-0.920803, -3.555937, -3.525901], [-0.656268, -4.026653, -2.209165], [-0.559003, -3.118592, -1.194917], [-0.695632, -1.784636, -1.379292], [3.670329, 1.667884, 4.408480], [1.410925, 0.711871, 4.794124], [-0.268818, 0.756549, 2.990994], [2.553647, 2.631254, 0.385588], [4.209620, 2.656381, 2.210388], [0.556976, 4.256478, 0.601990], [0.173989, 5.787061, -1.305436], [-0.654279, 4.913145, -3.456473], [-1.120562, 2.468380, -3.709363], [-1.261742, -1.824921, -4.739576], [-0.990510, -4.260345, -4.345910], [-0.531822, -5.080593, -2.006184], [-0.363189, -3.444761, -0.178879]], "forces_ev_per_a": [[-0.2, 1.3, -0.4], [-0.1, 0.0, 0.0], [0.1, -0.1, 0.3], [0.5, -0.5, 0.5], [-0.1, -0.3, 0.4], [0.0, 0.1, -0.1], [-0.1, 0.0, 0.0], [0.1, 0.0, 0.0], [-0.1, 0.0, -0.1], [0.2, -0.3, 0.3], [-0.2, -0.4, 0.6], [0.0, -0.1, 0.2], [0.1, 0.0, 0.0], [-0.4, 0.2, -0.3], [0.1, -0.1, 0.2], [0.2, 0.1, -0.2], [-0.2, 0.0, 0.2], [0.3, 0.2, -0.5], [-0.4, -0.5, 0.9], [0.2, 0.2, -0.5], [0.0, -0.2, 0.3], [-0.3, 0.2, -0.1], [0.3, -0.2, 0.1], [-0.5, 0.4, -0.2], [0.8, -0.6, 0.6], [0.0, 0.0, -0.1], [0.0, 0.0, 0.0], [0.0, 0.0, 0.0], [-0.1, 0.0, 0.0], [0.0, 0.0, 0.0], [0.0, 0.0, 0.0], [0.0, 0.0, 0.0], [0.1, -0.1, 0.1], [0.0, 0.0, -0.1], [0.0, 0.0, 0.0], [0.0, 0.0, 0.0], [0.0, 0.0, 0.1], [0.0, 0.0, 0.1], [0.1, 0.0, 0.0], [0.0, 0.2, -0.1], [0.1, 0.2, 0.3], [-0.1, -0.1, 0.0], [0.1, 0.1, 0.0], [-0.1, -0.5, -0.1], [-0.1, 0.9, -0.6], [-0.1, -0.5, 0.2], [0.0, 0.2, -0.3], [0.1, 0.2, 0.2], [-0.1, -0.3, 0.1], [0.2, 0.4, -0.1], [0.0, 0.2, 0.0], [-0.1, -0.7, -0.7], [0.0, 1.3, 0.0], [-0.1, -0.9, -0.1], [-0.1, 0.6, -0.3], [0.1, 0.0, 0.5], [-0.1, -0.6, -0.2], [-0.3, -0.1, -0.9], [0.0, 0.0, 0.0], [0.0, 0.0, 0.0], [0.0, 0.0, 0.0], [0.0, 0.0, 0.0], [0.0, 0.0, 0.0], [0.0, 0.0, 0.0], [0.0, 0.0, 0.0], [0.0, 0.0, 0.0], [0.0, 0.0, 0.0], [0.0, 0.0, 0.0], [0.0, 0.0, 0.0], [0.0, 0.0, 0.0], [0.0, 0.1, 0.0]], "lowdin_charge": [1.13, 0.04, -0.42, 0.00, -0.21, -0.02, -0.11, -0.11, -0.02, -0.21, 0.00, -0.43, 0.03, -0.18, 0.00, -0.06, -0.05, -0.10, 0.12, -0.17, 0.00, -0.06, -0.04, -0.08, 0.12, 0.09, 0.09, 0.09, 0.08, 0.11, 0.10, 0.10, 0.10, 0.11, 0.10, 0.10, 0.10, -0.11, -0.08, -0.04, -0.29, -0.04, -0.10, -0.04, -0.24, -0.05, -0.14, -0.14, -0.06, -0.29, -0.24, 0.05, -0.37, -0.04, -0.11, -0.11, -0.14, -0.04, 0.09, 0.10, 0.10, 0.11, 0.09, 0.10, 0.08, 0.08, 0.09, 0.10, 0.09, 0.08, 0.11]}


{"formula": "C35H26Br2Cl3N6O2SeY", "method": "ωB97M-V/def2-TZVPD", "orbital_gap_ev": 7.656, "homo_ha": -0.27623, "lumo_energy_ev": 0.1397, "symbols": ["Y", "C", "N", "C", "C", "C", "C", "C", "C", "N", "C", "C", "C", "C", "C", "C", "N", "C", "C", "C", "C", "C", "N", "H", "H", "H", "H", "H", "H", "H", "H", "H", "H", "H", "H", "H", "H", "H", "H", "H", "H", "Cl", "C", "C", "C", "Cl", "C", "O", "C", "Cl", "C", "H", "H", "C", "C", "C", "C", "C", "C", "Br", "C", "C", "Br", "C", "O", "C", "N", "H", "H", "H", "H", "H", "H", "Se", "C", "N"], "positions_angstrom": [[0.258936, 0.241677, -0.245438], [0.440539, 2.331101, 2.627459], [-0.584337, 1.962574, 1.640263], [-0.980156, 3.145937, 0.867580], [0.211299, 3.682002, 0.115279], [0.371306, 5.037227, -0.105393], [1.534197, 5.482358, -0.719786], [2.503167, 4.559324, -1.060274], [2.254692, 3.217640, -0.820706], [1.128274, 2.776830, -0.262725], [-1.722130, 1.391972, 2.367930], [-2.819697, 0.909128, 1.469333], [-4.136001, 0.885467, 1.908127], [-5.095535, 0.308194, 1.095894], [-4.704814, -0.213401, -0.125543], [-3.375316, -0.114059, -0.495958], [-2.444376, 0.446178, 0.278978], [1.314063, 1.179199, 3.030258], [1.594873, 0.948024, 4.368954], [2.487739, -0.054425, 4.706866], [3.070907, -0.784671, 3.687710], [2.713533, -0.499356, 2.379810], [1.846764, 0.454935, 2.042127], [-0.028820, 2.774236, 3.515038], [1.087979, 3.097656, 2.202048], [-1.389789, 3.931638, 1.518113], [-1.773482, 2.855873, 0.174547], [-0.396207, 5.731908, 0.209056], [1.685375, 6.535409, -0.916550], [3.425906, 4.857493, -1.535518], [2.967066, 2.455854, -1.107952], [-2.119423, 2.119068, 3.090442], [-1.350663, 0.523101, 2.920116], [-4.387162, 1.297584, 2.876680], [-6.129492, 0.261666, 1.411780], [-5.415291, -0.687274, -0.787832], [-3.032064, -0.499029, -1.443442], [1.114357, 1.551692, 5.127242], [2.724907, -0.260457, 5.742238], [3.782812, -1.572803, 3.888086], [3.131345, -1.072011, 1.566138], [-2.574862, -0.265705, -7.198358], [-2.044268, -0.486661, -5.557624], [-1.859904, 0.620145, -4.748752], [-1.442100, 0.404870, -3.451918], [-1.213242, 1.791197, -2.401626], [-1.174306, -0.861810, -2.902986], [-0.772885, -1.032197, -1.679371], [-1.388515, -1.940938, -3.781516], [-1.080616, -3.533658, -3.178007], [-1.813284, -1.768317, -5.085174], [-2.027605, 1.618624, -5.124410], [-1.956056, -2.625892, -5.726300], [3.906852, -1.686335, -0.866244], [2.716290, -2.560514, -0.604903], [2.857383, -3.940366, -0.889522], [1.875084, -4.814592, -0.546270], [0.749260, -4.338020, 0.159414], [-0.286418, -5.163435, 0.667986], [-0.261174, -7.030709, 0.347638], [-1.305388, -4.631512, 1.399410], [-1.346767, -3.254390, 1.653515], [-2.777206, -2.542479, 2.661964], [-0.391683, -2.381667, 1.166717], [-0.409182, -1.099569, 1.354395], [0.678876, -2.952563, 0.396351], [1.624609, -2.068289, -0.050384], [4.768534, -2.115616, -0.348181], [3.752511, -0.667906, -0.520207], [4.145855, -1.640415, -1.927830], [3.760844, -4.276361, -1.380378], [1.959935, -5.868682, -0.770492], [-2.090961, -5.263230, 1.789818], [2.064746, 0.293161, -2.639618], [1.859623, 1.921816, -3.469465], [1.730718, 2.966573, -3.948626]], "forces_ev_per_a": [[-0.1, 0.1, 0.5], [0.0, 0.1, 0.0], [0.0, 0.0, 0.0], [-0.1, 0.0, 0.0], [0.1, 0.0, 0.0], [0.0, 0.0, 0.0], [0.0, 0.0, 0.0], [0.0, 0.0, 0.0], [0.0, 0.0, 0.0], [-0.2, -0.1, 0.0], [0.0, 0.0, 0.0], [0.0, 0.0, 0.0], [0.1, 0.0, 0.0], [0.0, 0.0, 0.0], [0.0, 0.0, 0.0], [0.0, 0.1, 0.0], [0.0, 0.0, -0.1], [0.0, 0.0, 0.1], [0.0, 0.0, 0.0], [0.0, 0.0, 0.0], [0.0, 0.0, 0.0], [0.0, 0.0, 0.0], [0.0, 0.0, -0.1], [0.0, 0.0, 0.0], [0.0, 0.0, 0.0], [0.0, 0.0, 0.0], [0.0, 0.0, 0.0], [0.0, 0.0, 0.0], [0.0, 0.0, 0.0], [0.0, 0.0, 0.0], [0.0, 0.0, 0.0], [0.0, 0.0, 0.0], [0.0, 0.0, 0.0], [0.0, 0.0, 0.0], [0.0, 0.0, 0.0], [0.0, 0.0, 0.0], [0.0, 0.0, 0.0], [0.0, 0.0, 0.0], [0.0, 0.0, 0.0], [0.0, 0.0, 0.0], [0.0, 0.0, 0.0], [0.0, 0.0, 0.0], [0.0, 0.0, 0.0], [0.0, -0.1, 0.0], [0.0, 0.1, 0.1], [-0.1, 0.0, -0.1], [0.1, 0.0, -0.1], [0.0, 0.1, 0.1], [0.0, 0.0, 0.0], [0.0, 0.0, 0.0], [0.0, 0.0, 0.1], [0.0, 0.0, 0.0], [0.0, 0.0, 0.0], [0.0, 0.1, 0.0], [0.0, -0.1, 0.0], [-0.1, 0.0, 0.0], [0.1, 0.1, 0.0], [-0.1, -0.1, 0.1], [0.1, 0.1, 0.0], [0.0, 0.0, 0.0], [-0.1, -0.1, 0.0], [0.1, 0.0, -0.1], [0.0, 0.0, 0.0], [0.0, 0.1, -0.2], [0.0, 0.0, 0.2], [-0.2, -0.1, -0.1], [0.3, -0.1, -0.1], [0.0, 0.0, 0.0], [0.0, 0.0, 0.0], [0.0, 0.0, 0.0], [0.0, 0.0, 0.0], [0.0, 0.0, 0.0], [0.0, 0.0, 0.0], [0.2, 0.2, -0.3], [-0.1, -0.2, 0.2], [0.0, 0.0, 0.0]], "lowdin_charge": [1.35, -0.12, -0.20, -0.14, -0.30, -0.01, -0.04, -0.04, -0.16, 0.03, -0.13, -0.30, -0.03, -0.06, -0.04, -0.10, 0.07, -0.26, -0.01, -0.05, -0.04, -0.11, 0.09, 0.13, 0.13, 0.14, 0.10, 0.12, 0.11, 0.11, 0.07, 0.13, 0.12, 0.12, 0.11, 0.11, 0.10, 0.12, 0.11, 0.11, 0.08, 0.65, -0.67, -0.12, -0.54, 0.76, -0.54, -0.32, -0.58, 0.72, -0.13, 0.11, 0.11, -0.11, -0.33, 0.00, -0.02, -0.19, -0.63, 0.76, -0.17, -0.58, 0.81, -0.41, -0.25, -0.14, 0.10, 0.09, 0.03, 0.06, 0.12, 0.08, 0.10, 0.62, -0.86, 0.04]}


{"formula": "C35H27BrCl3MoN4O6", "method": "ωB97M-V/def2-TZVPD", "spin_multiplicity": 3, "orbital_gap_ev": [6.413, 7.142], "total_charge": -1, "homo_ha": [-0.14945, -0.17623], "lumo_energy_ev": [2.3459, 2.3461], "symbols": ["Mo", "O", "C", "N", "C", "C", "C", "C", "C", "C", "N", "C", "O", "C", "C", "C", "C", "C", "N", "C", "C", "C", "C", "C", "N", "H", "H", "H", "H", "H", "H", "H", "H", "H", "H", "H", "H", "Cl", "C", "C", "C", "Cl", "C", "O", "C", "Cl", "C", "H", "H", "Br", "C", "C", "C", "C", "C", "C", "C", "O", "O", "H", "H", "H", "H", "C", "C", "C", "C", "O", "H", "H", "H", "H", "H", "H", "H", "H", "H"], "positions_angstrom": [[-0.416793, -0.784004, -0.064436], [-0.823442, -4.882206, -0.949513], [-0.482939, -3.811119, -0.517612], [-1.061251, -2.602668, -0.880852], [-2.095844, -2.530234, -1.812439], [-2.955599, -3.538733, -2.185085], [-3.953513, -3.297911, -3.121373], [-4.038158, -2.057923, -3.739581], [-3.135277, -1.018877, -3.406891], [-2.243246, -1.246242, -2.407360], [-1.386502, -0.290044, -1.870177], [-1.490155, 1.006145, -2.219628], [-2.389105, 1.521818, -2.871019], [-2.057397, 0.280610, 0.659440], [-3.058504, 1.227635, 0.760126], [-4.140273, 1.005309, 1.577747], [-4.245443, -0.273987, 2.186963], [-3.237692, -1.196938, 2.016657], [-2.119828, -0.845196, 1.283758], [0.715516, -3.630967, 0.402830], [1.513105, -4.685978, 0.723068], [2.571856, -4.388425, 1.564405], [2.840100, -3.116874, 1.975727], [2.068760, -2.134240, 1.513668], [0.981123, -2.405898, 0.789740], [-2.833291, -4.533909, -1.772025], [-4.634731, -4.137741, -3.402813], [-4.758636, -1.963874, -4.555237], [-3.294226, -0.060678, -3.869049], [-3.040839, 2.158857, 0.181985], [-4.882236, 1.761159, 1.707403], [-5.095165, -0.529035, 2.814583], [-3.315004, -2.214046, 2.393420], [1.290231, -5.640707, 0.264939], [3.213571, -5.162660, 1.884707], [3.688833, -2.859807, 2.577371], [2.295813, -1.076017, 1.659896], [-1.493642, 2.215677, 6.863139], [-0.974806, 1.640137, 5.305992], [-0.908954, 0.292613, 5.068343], [-0.381342, -0.187705, 3.867160], [-0.442420, -1.918452, 3.697039], [-0.012518, 0.636022, 2.789247], [0.453050, 0.204170, 1.663816], [-0.144348, 2.032288, 3.101477], [0.166009, 3.178491, 1.833441], [-0.593713, 2.505127, 4.303050], [-1.088062, -0.404264, 5.878355], [-0.685987, 3.540437, 4.334288], [7.870203, 0.299464, -1.228379], [6.039022, 0.571236, -0.677228], [5.816097, 1.521848, 0.311637], [4.552987, 1.781166, 0.762130], [3.485707, 1.062608, 0.231888], [3.673972, 0.105252, -0.764054], [4.979733, -0.116891, -1.257827], [2.578426, -0.802641, -1.258549], [2.842754, -1.827873, -1.849855], [1.391540, -0.335587, -0.984048], [6.672974, 2.008946, 0.794817], [4.341593, 2.579816, 1.464087], [2.499068, 1.188215, 0.662933], [5.136588, -0.820862, -2.074549], [-0.134460, 3.165946, -3.749167], [-0.133597, 3.025423, -2.207674], [-1.129144, 4.009356, -1.595434], [1.338908, 3.139267, -1.613751], [-0.427549, 1.685761, -1.742104], [0.344314, 4.098523, -3.994370], [-1.052797, 3.199333, -4.259266], [0.519060, 2.413375, -4.165273], [-0.805980, 5.060944, -1.724298], [-1.203865, 3.882075, -0.548344], [-2.136958, 4.000035, -2.029090], [1.896988, 4.018784, -1.902458], [1.911276, 2.297908, -2.042323], [1.246087, 3.009450, -0.558112]], "forces_ev_per_a": [[0.6, -0.4, 0.5], [0.1, -1.6, 0.1], [-0.4, 2.6, -0.5], [1.1, -0.6, 1.0], [-0.2, 0.5, -0.6], [-0.1, -0.8, 0.2], [-0.5, -0.3, -0.6], [0.4, -0.5, -0.2], [-2.3, -1.0, -1.0], [0.8, -0.1, 1.1], [0.5, -0.1, 0.4], [-0.5, 0.1, -0.6], [0.4, 0.4, 0.1], [0.3, 0.6, -0.6], [-0.6, 1.6, -0.5], [0.7, -1.6, 0.1], [0.1, 0.5, 0.2], [0.9, 0.3, -0.9], [-1.8, -1.6, 1.0], [-1.3, 0.0, -0.9], [0.6, -0.3, 0.3], [-0.3, -1.3, -0.4], [1.3, -0.5, 0.6], [-1.4, 2.0, -0.8], [-0.2, 1.3, -0.2], [-0.1, 0.3, 0.0], [0.6, 0.9, 0.2], [0.1, 0.4, 0.3], [0.3, 0.0, 0.1], [0.3, -0.4, 0.2], [-0.5, 0.3, 0.1], [0.1, 0.0, -0.2], [0.3, 0.3, 0.0], [0.1, -0.1, 0.3], [0.7, -0.9, 0.3], [0.3, -0.2, 0.2], [-0.3, -0.4, 0.2], [-0.1, 0.1, 0.0], [0.0, -0.1, 0.0], [0.9, -0.4, 0.2], [-1.0, 0.0, 0.4], [0.4, -0.1, -0.1], [0.2, 0.6, 0.3], [0.1, 0.2, -0.3], [0.0, -1.1, -0.7], [0.1, -0.1, 0.1], [-0.1, -0.6, -0.4], [-0.3, 0.0, -0.2], [-0.2, 1.7, 0.6], [-0.6, -0.1, 0.0], [-0.2, 0.1, -0.2], [1.5, 0.1, 0.5], [-1.0, 0.0, -0.4], [-0.4, -0.4, 0.1], [1.4, 0.0, 0.1], [0.1, 0.2, 0.2], [-1.2, 0.8, 0.2], [0.1, -0.4, -0.1], [0.3, -0.2, 0.1], [-0.3, -0.1, -0.4], [0.2, -0.2, 0.2], [-0.1, 0.1, -0.2], [-0.1, 0.1, 0.3], [1.6, -0.1, 1.1], [0.4, 0.3, -0.1], [0.1, 1.2, -0.8], [-1.1, -0.6, -1.8], [-0.1, 0.3, -0.2], [0.4, 0.6, 0.1], [-1.4, -0.4, -0.2], [0.0, -0.5, -0.3], [0.3, -0.4, -0.1], [-0.1, -0.4, 1.2], [0.3, -0.5, 0.0], [-0.3, 0.6, 0.1], [-0.3, 0.1, 0.4], [0.3, 0.0, 0.7]], "lowdin_spin": [1.70, 0.03, 0.02, 0.01, 0.00, 0.00, 0.00, 0.00, 0.00, 0.00, 0.02, 0.01, 0.01, -0.01, 0.01, 0.00, 0.01, 0.00, 0.00, 0.00, 0.00, 0.00, 0.00, 0.00, 0.02, 0.00, 0.00, 0.00, 0.00, 0.00, 0.00, 0.00, 0.00, 0.00, 0.00, 0.00, 0.00, 0.00, 0.00, 0.00, 0.00, 0.00, 0.00, 0.02, 0.00, 0.00, 0.00, 0.00, 0.00, 0.00, 0.00, 0.00, 0.00, 0.00, 0.00, 0.00, 0.01, 0.02, 0.05, 0.00, 0.00, 0.00, 0.00, 0.00, 0.00, 0.00, 0.00, 0.02, 0.00, 0.00, 0.00, 0.00, 0.00, 0.00, 0.00, 0.00, 0.00]}


The evaluated ΔE to the lowest compared entry with this formula, charge and spin for the records listed, in turn: 1.029; 0.610; 0.056 eV.
The evaluated E_tot for the records listed, in turn: -2787.0027; -10797.0083; -6043.4187 a.u..